DFT (ωB97M-V/def2-TZVPD) results for a 19-piece molecular cluster, C44H137N11O19 overall in a non-equilibrium geometry.

Results
F_max = 0.058 hartree/bohr
LUMO energy = 0.26 eV
Calculated total energy = -103133.333 eV
Energy above the lowest of the compared OMol25 structures with the same formula, charge and spin = 125.6 kcal/mol

Structure (ORCA input):
```
! RIJCOSX wB97M-V def2-TZVPD def2/J DEFGRID3
* xyz 0 1
O -2.68742 -2.03578 -3.92671
H -2.69631 -2.73073 -4.58490
H -1.89427 -1.53493 -4.11723
O -2.20615 -2.19722 -0.34961
H -2.61963 -1.53745 0.20713
H -2.86664 -2.40041 -1.01196
O -0.07250 -3.27304 1.13479
H -0.79733 -2.84492 0.67919
H 0.52193 -2.55880 1.36443
O 2.18418 -2.36482 2.84819
H 1.69046 -2.32781 3.66741
H 2.63937 -3.20626 2.88013
O 1.99893 1.48807 1.16411
H 1.84555 1.06087 2.00686
H 2.91501 1.76357 1.19792
O 0.03445 -0.55670 -0.79798
H -0.72855 -1.08056 -0.55377
H -0.14073 0.30898 -0.42900
O -2.21106 1.30452 -0.32399
H -1.65777 2.06986 -0.16791
H -2.60402 1.46349 -1.18220
O 0.43983 -4.90387 -4.49479
H 0.38382 -5.85895 -4.46472
H 0.48879 -4.63731 -3.57676
C -5.09878 -4.29042 -0.77699
C -5.15979 -4.21706 0.76067
C -3.91034 -4.62629 1.56531
O -4.31037 -4.53174 2.97022
C -3.21832 -4.28808 3.90668
N -5.59343 -2.87368 1.09914
H -4.50587 -5.12793 -1.14461
H -4.54712 -3.48677 -1.26475
H -6.08599 -4.24865 -1.23719
H -5.97038 -4.84693 1.12715
H -3.05702 -3.97968 1.36073
H -3.54538 -5.63703 1.38276
H -2.80207 -3.31545 3.64432
H -2.46007 -5.06920 3.96149
H -3.63535 -4.17624 4.90751
H -4.93877 -2.22677 0.68318
H -5.34579 -2.96214 2.07430
C 1.88484 -7.28693 2.34371
C 2.50457 -5.83236 2.53288
C 3.90907 -5.81720 3.11792
O 4.12274 -4.53415 3.66609
C 5.30353 -4.54256 4.44844
N 2.42642 -5.06042 1.33805
H 0.82236 -7.13177 2.15627
H 1.94333 -7.90653 3.23857
H 2.42851 -7.93341 1.65480
H 1.93931 -5.43948 3.37800
H 4.64352 -6.07595 2.35520
H 4.06619 -6.61485 3.84400
H 6.22253 -4.68701 3.88040
H 5.21043 -5.21388 5.30211
H 5.35048 -3.66588 5.09445
H 1.50129 -4.74169 1.08776
H 2.89164 -4.17240 1.46079
C -3.20638 -0.25800 2.94674
C -4.42403 0.00896 2.18453
C -5.03326 1.45248 2.14800
O -6.26862 1.50162 1.42952
C -6.67785 2.75490 0.94629
N -4.14411 -0.47848 0.84892
H -3.41029 -0.24794 4.01744
H -2.45786 0.52979 2.86186
H -2.80226 -1.24245 2.71085
H -5.21277 -0.57071 2.66409
H -4.30997 2.13588 1.70312
H -5.19330 1.80770 3.16600
H -6.92255 3.37554 1.80828
H -7.65403 2.55681 0.50364
H -5.93124 3.17095 0.26984
H -3.50006 0.26208 0.61044
H -4.98921 -0.25685 0.34216
C 5.39267 -2.74829 -4.94350
C 5.52444 -3.40099 -3.56207
C 4.32884 -3.19339 -2.56346
O 4.74637 -2.10390 -1.77829
C 4.21678 -2.04706 -0.51697
N 5.85851 -4.81338 -3.85410
H 4.90860 -1.77415 -4.87410
H 4.72858 -3.33031 -5.58252
H 6.35394 -2.54298 -5.41455
H 6.44215 -2.94822 -3.18667
H 4.12718 -4.04084 -1.90828
H 3.47518 -3.04008 -3.22366
H 4.69887 -2.75313 0.15916
H 3.12925 -1.97979 -0.54646
H 4.32530 -1.01579 -0.18111
H 4.99302 -5.31183 -4.00428
H 6.25609 -4.99559 -4.76450
C 1.40861 5.42351 0.44840
C 0.88366 4.94724 -0.87297
C 1.91462 5.20208 -1.98113
O 1.59195 4.61575 -3.22687
C 0.38356 4.95894 -3.99341
N 0.55832 3.54690 -0.59730
H 2.38196 4.98655 0.67147
H 0.82512 5.06807 1.29770
H 1.44837 6.51240 0.41940
H -0.01483 5.50009 -1.14718
H 2.91870 4.85118 -1.74279
H 1.91172 6.27768 -2.15767
H -0.58245 4.57657 -3.66369
H 0.49838 4.74135 -5.05528
H 0.30486 6.04248 -3.90493
H 1.14825 2.87829 -0.12290
H 0.27518 3.07260 -1.44286
C 3.64457 1.79027 -1.43814
C 5.13691 1.92339 -1.26738
C 5.86543 1.80994 -2.59028
O 7.29296 2.06823 -2.69576
C 8.22092 1.34057 -1.89286
N 5.54719 3.19537 -0.58816
H 3.14002 2.21503 -0.57032
H 3.30461 0.77854 -1.65939
H 3.33939 2.38252 -2.30082
H 5.46330 1.04417 -0.71192
H 5.37237 2.50506 -3.26984
H 5.72246 0.84196 -3.07058
H 8.09545 1.71664 -0.87751
H 9.23740 1.61768 -2.17229
H 7.93936 0.28828 -1.85378
H 5.10860 3.95402 -1.09034
H 6.50746 3.12167 -0.89238
C -1.02400 -5.99738 -0.74773
C 0.11604 -6.78500 -1.37101
C -0.13675 -7.62974 -2.66654
O 1.05376 -7.94394 -3.37113
C 1.67164 -9.11601 -2.83199
N 1.12152 -5.79218 -1.80749
H -1.37755 -5.29333 -1.50100
H -0.85597 -5.51533 0.21534
H -1.83929 -6.70219 -0.58446
H 0.62372 -7.36906 -0.60340
H -0.75436 -7.03051 -3.33555
H -0.86228 -8.41546 -2.45594
H 1.14443 -10.01904 -3.13971
H 1.80067 -9.08173 -1.75020
H 2.55339 -9.34000 -3.43236
H 1.36647 -5.12590 -1.08904
H 1.91698 -6.40936 -1.88759
C -6.19492 4.97294 6.20533
C -4.86510 4.42711 5.63095
C -4.69185 4.68699 4.04932
O -3.43615 4.14821 3.58840
C -3.12985 4.54726 2.21309
N -3.69818 4.83965 6.34331
H -6.25914 6.01997 5.90918
H -6.22564 4.84559 7.28743
H -7.07004 4.51289 5.74640
H -4.92125 3.33869 5.64868
H -4.80931 5.72716 3.74544
H -5.44217 4.16971 3.45137
H -2.57257 3.75324 1.71602
H -2.56666 5.47137 2.34324
H -4.03995 4.83468 1.68660
H -3.82420 4.59306 7.31462
H -3.09743 4.17737 5.87364
C -1.59059 1.22526 -3.85219
C -0.32193 0.49281 -4.39517
C 0.99228 1.34219 -4.35476
O 1.92049 1.05995 -5.36799
C 3.10988 1.90569 -5.35518
N -0.08341 -0.88108 -3.90731
H -1.62060 2.25279 -4.21467
H -1.41545 1.13819 -2.77987
H -2.56021 0.75871 -4.02617
H -0.56031 0.49897 -5.45876
H 1.43759 1.43419 -3.36414
H 0.79348 2.37319 -4.64734
H 2.89226 2.97134 -5.42677
H 3.57836 1.66206 -6.30875
H 3.76972 1.52491 -4.57562
H 0.09483 -0.80669 -2.91594
H 0.83847 -1.16454 -4.20709
C 0.78344 1.99571 4.63977
C 1.99390 3.00106 4.43998
C 1.69785 4.50611 4.34806
O 2.83739 5.31041 4.12391
C 2.87948 6.64152 4.61656
N 2.84353 2.79995 5.60893
H 0.32059 1.89700 3.65788
H 0.00047 2.39573 5.28401
H 1.15354 1.02243 4.96204
H 2.47471 2.57285 3.56044
H 1.28607 4.90881 5.27347
H 0.94253 4.68016 3.58171
H 3.06779 6.55509 5.68669
H 1.89027 7.09880 4.59486
H 3.60279 7.26913 4.09595
H 3.17256 1.84699 5.66992
H 3.69388 3.33143 5.48840
C -3.80542 6.55923 -2.91491
C -4.15060 5.45418 -1.94962
C -3.33924 4.12752 -2.01643
O -3.63398 3.36913 -3.16421
C -4.70139 2.47373 -2.96181
N -4.05477 6.03433 -0.63220
H -2.75689 6.83685 -2.80713
H -4.48155 7.40754 -2.80863
H -3.98302 6.37821 -3.97500
H -5.23558 5.35616 -1.98606
H -3.66467 3.56616 -1.14061
H -2.26148 4.27123 -1.93978
H -5.62844 2.97397 -3.24191
H -4.79970 1.96067 -2.00515
H -4.47915 1.72472 -3.72187
H -4.58973 6.89017 -0.67027
H -3.13231 6.38850 -0.42306
*
```

Löwdin population analysis, charges in e, atoms 1 to 5: O -0.073; H 0.029; H -0.037; O -0.052; H 0.008



DFT (ωB97M-V/def2-TZVPD) results for C44H26AsF10GeN8NiS as an isolated structure.

Results
F_max = 0.009 hartree/bohr
LUMO energy (alpha / beta) = 3.49 / 1.68 eV
Calculated total energy = -254382.196 eV
Energy above the lowest of the compared OMol25 structures with the same formula, charge and spin = 0.0 kcal/mol

Structure (ORCA input):
```
! RIJCOSX wB97M-V def2-TZVPD def2/J DEFGRID3
* xyz -2 2
Ni -0.82865 -0.53010 -0.69584
S -0.99477 -2.66846 -1.47462
C -2.68416 -2.47835 -1.85399
N -3.40621 -3.25784 -2.58114
N -2.75636 -4.30825 -3.10708
C -3.39273 -5.17274 -3.96707
C -2.65122 -6.18721 -4.58350
C -3.26600 -7.07487 -5.44721
C -4.62553 -6.97780 -5.71897
C -5.35861 -5.97025 -5.10420
C -4.76138 -5.07235 -4.23576
N -3.41426 -1.38765 -1.34979
N -2.70291 -0.52415 -0.81930
C -3.32572 0.56319 -0.15446
C -2.42065 1.54655 0.24931
C -2.92950 2.57894 1.03397
C -4.27444 2.62038 1.36754
C -5.15219 1.63511 0.92879
C -4.67488 0.58851 0.16132
H -1.75341 -4.36579 -2.96494
H -1.58987 -6.26653 -4.37902
H -2.67327 -7.85193 -5.91500
H -5.10315 -7.67431 -6.39592
H -6.42023 -5.87989 -5.30233
H -5.32919 -4.28945 -3.75508
H -0.95845 1.76325 -1.24813
H -2.27294 3.35865 1.39870
H -4.63949 3.42449 1.99545
H -6.19371 1.66197 1.22211
H -5.30585 -0.23253 -0.14851
F -1.28879 -1.42063 1.71523
As -2.51709 -2.18687 2.72170
F -1.77027 -3.72408 2.46520
F -3.50934 -2.41224 1.31416
F -3.73512 -2.91594 3.72123
F -3.24508 -0.62092 2.96442
F -1.51320 -1.91701 4.11697
C -1.00619 1.37210 -0.22094
Ge 0.31185 2.46083 0.73631
C 0.03092 4.35659 0.21134
C 0.33822 4.77315 -1.08456
C 0.13865 6.08569 -1.48996
C -0.37769 7.01737 -0.60020
C -0.70012 6.62147 0.68957
C -0.50063 5.30450 1.08520
C 0.18753 2.39986 2.68073
C -0.52793 1.38126 3.30376
C -0.59497 1.30257 4.69010
C 0.05245 2.25086 5.46686
C 0.77220 3.27338 4.86032
C 0.83760 3.34621 3.47685
C 2.19081 2.11039 0.26334
C 2.62575 2.00072 -1.05853
C 3.96383 1.77927 -1.35883
C 4.90026 1.67970 -0.33835
C 4.48817 1.80064 0.98066
C 3.14626 2.00860 1.27565
H 0.74583 4.06510 -1.79677
H 0.38701 6.38087 -2.50265
H -0.53399 8.04318 -0.91217
H -1.11128 7.33809 1.39107
H -0.76444 5.01416 2.09677
H -1.03534 0.63256 2.71239
H -1.14549 0.48785 5.14129
H 0.01069 2.18770 6.54789
H 1.29117 4.00768 5.46568
H 1.41045 4.14371 3.01350
H 1.90975 2.04007 -1.86936
H 4.27190 1.66837 -2.39207
H 5.94316 1.49826 -0.57013
H 5.20676 1.71038 1.78737
H 2.84154 2.06700 2.31404
F 5.31492 -2.30055 -2.34285
C 4.70202 -2.00382 -1.19089
C 5.44060 -2.06437 -0.05116
F 6.72454 -2.42499 -0.16442
C 4.93685 -1.70066 1.22334
C 3.56344 -1.33785 1.20598
C 2.82979 -1.27546 0.06282
F 1.53287 -0.95088 0.19599
C 3.35420 -1.56798 -1.22353
C 2.63055 -1.41562 -2.42730
C 1.47059 -0.61319 -2.50210
N 0.51655 0.03753 -2.57288
C 3.06862 -1.92958 -3.67820
N 3.37451 -2.35880 -4.70424
F 2.96370 -1.04288 2.35426
C 5.73009 -1.66481 2.38572
C 7.07956 -2.11596 2.43015
N 8.17281 -2.46482 2.54771
C 5.29116 -1.11818 3.62484
N 5.03657 -0.67024 4.65636
*
```

Löwdin population analysis, charges in e, atoms 1 to 5: Ni 0.218; S 0.695; C -0.746; N 0.048; N -0.022



Question: Number 1 is which compound?
Answer: C44H137N11O19



Question: What is the energy above the lowest of the compared OMol25 structures with the same formula, charge and spin in the first record?
Answer: 125.6 kcal/mol



Question: What is the F_max in the second record?
Answer: 0.009 hartree/bohr



Question: Among the records above, which one has the highest calculated total energy?
Answer: C44H137N11O19